(1)
2 unconnected molecules or ions with the total composition C5H16N2O2 in a non-equilibrium geometry, computed with wB97M-V/def2-TZVPD.

Values from the calculation:
ΔE to the lowest compared entry with this formula, charge and spin: 54.93 kcal per mole
orbital gap: 0.338 hartree
E_LUMO: 0.02749 hartree

XYZ file:
```
25
C5H16N2O2 (wB97M-V/def2-TZVPD)
N -2.258 0.372 0.297
C -2.325 -0.117 -1.125
N -1.332 0.488 -1.980
C -0.028 -0.271 -1.983
C 1.039 0.098 -0.915
C 0.886 -0.815 0.384
C 2.197 -0.874 1.125
O 3.046 0.303 1.160
H -3.162 0.709 0.576
H -1.461 0.980 0.382
H -3.264 0.310 -1.527
H -2.388 -1.190 -1.173
H -1.294 1.486 -2.071
H 0.211 -0.029 -3.021
H -0.144 -1.348 -1.821
H 2.073 0.057 -1.249
H 0.834 1.136 -0.630
H 0.458 -1.833 0.163
H 0.035 -0.433 0.936
H 2.063 -1.155 2.149
H 2.849 -1.689 0.748
H 2.429 1.043 1.211
O 0.107 1.143 2.610
H -0.853 1.184 2.504
H 0.281 0.445 3.249
```

=====

(2)
A molecular structure, C34H37CsN6O2S3Si in a non-equilibrium geometry, computed with wB97M-V/def2-TZVPD.

Values from the calculation:
ΔE to the lowest compared entry with this formula, charge and spin: 97.30 kcal per mole
orbital gap: 0.102 hartree
charge: -2
E_LUMO: 0.11725 hartree

XYZ file:
```
84
C34H37CsN6O2S3Si (wB97M-V/def2-TZVPD)
Cs 1.829 -0.442 -0.863
N 0.060 4.384 -0.283
C 1.398 4.530 -0.507
N 2.229 3.561 -0.654
C 3.485 3.993 -0.916
C 4.625 3.060 -1.128
C 5.969 3.796 -1.314
C 5.944 5.239 -1.602
C 4.854 6.000 -1.381
C 3.641 5.356 -1.009
S 2.103 6.146 -0.709
H -0.165 3.447 0.049
H -0.361 5.131 0.245
H 4.367 2.342 -1.915
H 6.629 3.261 -1.997
H 6.867 5.696 -1.931
H 4.859 7.073 -1.519
C -4.325 3.431 -0.702
N -3.417 2.484 -0.116
C -3.257 2.418 1.317
C -1.792 1.931 1.456
O -1.233 1.719 2.512
N -1.273 1.825 0.204
C -2.201 2.149 -0.662
N -1.980 2.212 -2.007
H -5.350 3.169 -0.430
H -4.227 3.419 -1.785
H -4.119 4.452 -0.348
H -3.943 1.696 1.766
H -3.391 3.394 1.799
H -1.078 1.816 -2.241
H -2.730 1.857 -2.582
S 7.066 -1.043 -0.733
C 5.173 -1.157 -0.763
N 4.661 0.032 -0.216
C 5.561 0.976 -0.121
C 5.165 2.395 0.157
C 6.355 3.387 0.175
C 7.707 2.828 0.339
C 7.957 1.537 -0.016
C 6.911 0.659 -0.313
H 4.934 -2.041 -0.152
H 4.483 2.438 1.013
H 6.168 4.229 0.847
H 8.508 3.498 0.619
H 8.966 1.146 -0.014
S 4.528 -1.412 -2.421
C -2.030 -4.095 2.904
C -1.192 -3.434 1.809
C -0.101 -4.406 1.370
C -0.526 -2.210 2.430
Si -2.116 -2.827 0.217
O -1.284 -1.848 -0.640
C -3.825 -2.117 0.734
C -4.801 -2.789 1.459
C -6.019 -2.202 1.757
C -6.305 -0.928 1.298
C -5.363 -0.255 0.538
C -4.139 -0.844 0.276
C -2.717 -4.351 -0.802
C -3.110 -5.593 -0.318
C -3.542 -6.606 -1.159
C -3.598 -6.396 -2.525
C -3.217 -5.167 -3.035
C -2.785 -4.169 -2.179
H -1.395 -4.374 3.751
H -2.521 -5.001 2.556
H -2.794 -3.414 3.275
H 0.514 -4.722 2.218
H 0.542 -3.932 0.630
H -0.532 -5.295 0.914
H 0.087 -2.488 3.294
H -1.272 -1.489 2.755
H 0.105 -1.712 1.699
H -4.616 -3.798 1.796
H -6.758 -2.740 2.341
H -7.261 -0.467 1.521
H -5.598 0.728 0.146
H -3.393 -0.324 -0.304
H -3.084 -5.793 0.744
H -3.835 -7.567 -0.750
H -3.935 -7.186 -3.187
H -3.259 -4.995 -4.104
H -2.482 -3.212 -2.574
```

=====

(3)
A molecular structure, C25H42BrI2InN9O2 in a non-equilibrium geometry, computed with wB97M-V/def2-TZVPD.

Values from the calculation:
ΔE to the lowest compared entry with this formula, charge and spin: 0.00 kcal per mole
orbital gap: 0.269 hartree
charge: +3
E_LUMO: -0.27580 hartree

XYZ file:
```
82
C25H42BrI2InN9O2 (wB97M-V/def2-TZVPD)
In 11.570 9.786 8.802
C 11.045 11.598 12.675
N 12.079 10.606 12.755
C 12.906 10.676 13.943
C 12.297 9.724 11.776
N 11.341 9.320 10.911
C 10.003 9.179 11.363
C 9.603 8.857 12.639
C 8.253 8.777 12.980
C 7.271 9.041 12.027
C 7.671 9.369 10.730
C 9.019 9.394 10.382
N 9.442 9.384 9.015
C 8.739 8.561 8.215
N 8.436 9.008 6.970
C 8.468 8.115 5.817
C 8.294 10.426 6.674
N 8.354 7.335 8.612
C 8.927 6.617 9.732
C 7.157 6.673 8.013
N 13.554 9.170 11.600
C 13.636 7.799 11.205
C 14.701 10.000 11.125
H 10.371 11.470 13.506
H 10.456 11.497 11.773
H 11.452 12.610 12.764
H 12.286 10.693 14.838
H 13.458 11.612 13.952
H 13.613 9.851 13.973
H 10.348 8.636 13.390
H 8.023 8.504 13.997
H 6.226 8.986 12.285
H 6.949 9.539 9.942
H 8.929 7.163 6.068
H 9.089 8.617 5.069
H 7.458 7.898 5.442
H 8.052 11.005 7.578
H 7.470 10.553 5.998
H 9.201 10.864 6.183
H 9.974 6.843 9.877
H 8.826 5.555 9.479
H 8.347 6.791 10.649
H 6.593 7.365 7.391
H 6.557 6.303 8.830
H 7.473 5.866 7.392
H 12.935 7.214 11.821
H 14.640 7.449 11.384
H 13.403 7.625 10.155
H 15.184 11.314 12.525
H 15.326 11.114 9.495
H 15.615 9.455 11.477
I 11.782 6.040 7.819
C 13.269 6.197 6.368
I 12.051 9.731 6.163
H 13.084 5.523 5.523
H 13.343 7.221 6.122
Br 15.059 5.656 7.020
C 15.785 7.371 7.650
C 17.117 7.508 7.374
C 17.714 8.624 8.005
C 16.894 9.453 8.730
C 15.519 9.154 8.862
N 14.951 8.067 8.339
C 14.728 10.210 9.615
O 14.754 11.296 11.647
O 13.494 10.503 9.088
H 17.683 6.806 6.809
H 18.799 8.783 7.905
H 17.300 10.277 9.315
N 10.058 15.192 6.843
C 10.827 14.419 7.854
C 10.545 12.894 7.881
N 11.445 12.199 8.804
H 10.399 16.149 6.816
H 9.041 15.221 7.033
H 10.192 14.787 5.895
H 10.611 14.828 8.864
H 11.865 14.587 7.643
H 10.638 12.479 6.884
H 9.564 12.738 8.265
H 11.299 12.522 9.752
H 12.447 12.368 8.656
```